Entry 1:
The following is a DFT calculation (wB97M-V/def2-TZVPD) of a molecular structure, C46H36N12NaO4STe.

For the lowest unoccupied orbital energy, the calculation gives 1.54 eV. The value obtained for the highest occupied orbital energy is -0.206 hartree. Its charge is -1. The calculation puts the orbital gap at 0.263 Eh.

Each line ends with the natural charge from an NBO analysis.
Cartesian coordinates (Å):
Na 0.734 0.000 -0.525  0.888
C -1.918 2.020 3.754  -0.254
C -0.893 2.951 3.683  -0.161
C 0.396 2.499 3.461  -0.227
C 0.608 1.135 3.289  0.156
N -0.375 0.237 3.334  -0.420
C -1.607 0.681 3.571  0.018
C 1.988 0.603 3.085  0.197
C 3.015 1.064 3.904  -0.236
C 4.283 0.533 3.755  -0.157
C 4.485 -0.441 2.793  -0.247
C 3.409 -0.829 2.003  0.182
N 2.187 -0.315 2.133  -0.424
C 3.608 -1.908 0.991  0.187
C 4.662 -1.844 0.083  -0.239
C 4.855 -2.904 -0.782  -0.154
C 3.988 -3.985 -0.715  -0.286
C 2.950 -3.942 0.202  0.057
N 2.758 -2.931 1.046  -0.423
H -2.942 2.327 3.926  0.214
H -1.087 4.012 3.777  0.251
H 1.212 3.206 3.369  0.246
H -2.384 -0.079 3.606  0.185
H 2.806 1.808 4.661  0.234
H 5.094 0.860 4.393  0.219
H 5.453 -0.903 2.656  0.220
H 5.298 -0.969 0.051  0.226
H 5.657 -2.879 -1.508  0.222
H 4.101 -4.840 -1.371  0.215
H 2.233 -4.754 0.261  0.198
N -3.492 -0.753 -0.374  -0.588
C -2.715 -1.505 0.505  0.394
C -3.418 -2.277 1.443  -0.309
C -2.709 -3.048 2.337  -0.166
C -1.322 -3.036 2.292  -0.243
C -0.717 -2.243 1.340  0.066
N -1.386 -1.497 0.440  -0.515
C -3.170 0.047 -1.473  0.382
C -4.168 0.887 -1.982  -0.297
C -3.854 1.703 -3.049  -0.152
C -2.575 1.659 -3.589  -0.279
C -1.672 0.777 -3.025  0.072
N -1.954 -0.011 -1.985  -0.473
H -4.466 -0.736 -0.133  0.391
H -4.501 -2.266 1.450  0.206
H -3.235 -3.656 3.064  0.213
H -0.721 -3.613 2.981  0.218
H 0.367 -2.200 1.292  0.240
H -5.155 0.903 -1.535  0.207
H -4.600 2.378 -3.450  0.216
H -2.279 2.298 -4.409  0.226
H -0.664 0.692 -3.416  0.211
N 3.509 -1.740 -3.362  -0.835
C 2.814 -0.702 -2.792  0.682
O 2.127 -0.945 -1.772  -0.806
C 2.929 0.574 -3.410  -0.589
C 2.210 1.664 -2.870  0.323
N 1.610 2.552 -2.435  -0.413
C 3.706 0.734 -4.583  0.319
N 4.337 0.771 -5.551  -0.422
H 3.856 -1.629 -4.301  0.403
H 3.240 -2.662 -3.065  0.394
C 0.459 -4.163 -3.691  -0.699
Te -0.043 -2.883 -2.028  0.537
C -1.882 -3.987 -2.008  -0.689
C -1.696 -5.186 -2.904  -0.046
C -2.645 -6.208 -2.945  -0.207
C -2.473 -7.309 -3.769  -0.217
C -1.341 -7.398 -4.571  -0.223
C -0.397 -6.385 -4.540  -0.224
C -0.562 -5.275 -3.713  0.056
H 1.467 -4.566 -3.584  0.214
H 0.428 -3.588 -4.616  0.225
H -2.697 -3.354 -2.369  0.223
H -2.126 -4.289 -0.989  0.228
H -3.525 -6.134 -2.316  0.207
H -3.218 -8.095 -3.786  0.208
H -1.192 -8.258 -5.212  0.208
H 0.486 -6.453 -5.167  0.204
O 2.042 7.632 2.666  -0.958
S 1.897 7.709 4.109  1.706
O 2.084 6.444 4.794  -0.958
O -0.150 7.983 4.282  -0.720
C -0.908 7.534 3.348  0.701
N -2.004 8.261 2.997  -0.503
C -2.749 7.774 2.020  0.086
C -2.474 6.592 1.343  -0.383
C -1.351 5.908 1.788  0.217
N -0.601 6.343 2.785  -0.530
C -0.911 4.604 1.222  -0.013
C 0.447 4.305 1.174  -0.234
C 0.832 3.043 0.774  0.062
N -0.030 2.060 0.477  -0.512
C -1.325 2.371 0.496  0.029
C -1.810 3.625 0.824  -0.208
H -3.621 8.367 1.751  0.174
H -3.077 6.248 0.515  0.209
H 1.165 5.058 1.475  0.269
H 1.884 2.778 0.745  0.200
H -2.010 1.559 0.297  0.189
H -2.878 3.802 0.858  0.212



Entry 2:
The following is a DFT calculation (wB97M-V/def2-TZVPD) of a molecular structure, C46H37AsFMnN6O4 in a non-equilibrium geometry.

For the lowest unoccupied orbital energy (alpha / beta), the calculation gives -8.72 / -10.09 eV. The value obtained for the highest occupied orbital energy (alpha / beta) is -0.576 / -0.575 hartree. Its energy above the lowest of the compared OMol25 structures with the same formula, charge and spin is 4.280 eV. Its charge is +3. Its spin multiplicity is 4. The calculation puts the orbital gap (alpha / beta) at 0.255 / 0.204 Eh.

Each line ends with the Mulliken spin population.
Cartesian coordinates (Å):
Mn -0.690 -1.264 -0.959  1.972
N 0.353 -5.530 -1.023  0.000
C -0.252 -4.442 -0.591  -0.001
N -0.628 -3.442 -1.352  -0.015
C -0.405 -3.542 -2.718  0.002
N -0.693 -2.569 -3.547  -0.035
N -1.135 -1.469 -2.858  -0.024
C -1.845 -0.616 -3.482  -0.002
C -2.429 0.550 -2.796  0.016
C -3.621 1.091 -3.221  0.001
C -4.275 2.015 -2.421  0.003
C -3.725 2.363 -1.201  0.022
C -2.500 1.851 -0.814  0.022
N -1.870 1.006 -1.649  0.006
C 0.163 -4.760 -3.269  0.003
C 0.347 -4.959 -4.645  -0.002
C 0.970 -6.099 -5.093  0.000
C 1.433 -7.055 -4.179  -0.001
C 1.253 -6.885 -2.824  0.001
C 0.601 -5.739 -2.385  -0.001
H 0.577 -6.259 -0.361  0.000
H -0.470 -4.407 0.470  -0.001
H -2.128 -0.825 -4.509  -0.007
H -4.046 0.752 -4.157  0.000
H -5.225 2.430 -2.731  0.000
H -4.239 3.046 -0.538  -0.005
H -0.742 2.062 0.345  0.044
H -0.010 -4.209 -5.335  -0.001
H 1.102 -6.264 -6.154  0.000
H 1.933 -7.945 -4.540  0.000
H 1.603 -7.627 -2.116  0.000
C -3.757 2.143 5.332  0.003
C -3.295 3.322 4.499  -0.035
C -4.328 4.429 4.401  0.014
C -3.701 5.651 3.756  -0.002
C -2.971 5.292 2.488  0.048
C -2.624 6.276 1.591  -0.024
C -2.003 5.931 0.401  0.105
F -1.669 6.886 -0.445  0.020
C -1.744 4.615 0.045  -0.022
C -2.081 3.606 0.915  0.077
C -1.820 2.170 0.513  -0.020
O -0.626 0.602 -1.323  -0.013
C -2.198 1.193 1.596  0.268
C -2.668 1.636 2.792  -0.101
N -2.892 2.941 3.090  0.311
C -2.655 3.945 2.165  0.153
C -1.902 -0.299 1.571  0.051
O -1.708 -0.870 2.609  0.072
O -1.873 -0.905 0.390  0.077
H -4.082 2.537 6.294  -0.001
H -2.965 1.422 5.535  0.001
H -4.609 1.630 4.881  0.001
H -2.382 3.739 4.935  0.016
H -4.684 4.662 5.403  -0.001
H -5.188 4.077 3.822  0.001
H -2.997 6.121 4.449  0.007
H -4.454 6.404 3.523  0.003
H -2.841 7.317 1.796  0.002
H -1.282 4.410 -0.914  -0.002
H -2.857 0.921 3.574  0.004
O 1.134 -1.473 -1.150  -0.023
As 2.567 -0.948 -0.363  0.013
C 2.672 0.928 -0.490  0.003
C 3.296 1.520 -1.582  0.001
C 3.278 2.904 -1.699  0.000
C 2.642 3.674 -0.734  0.000
C 2.026 3.074 0.361  -0.003
C 2.038 1.693 0.489  -0.001
C 2.489 -1.402 1.461  0.002
C 3.561 -1.055 2.284  -0.003
C 3.528 -1.415 3.621  0.000
C 2.429 -2.098 4.131  0.000
C 1.353 -2.415 3.314  0.000
C 1.384 -2.073 1.969  -0.004
C 3.914 -1.841 -1.330  -0.011
C 5.222 -1.867 -0.851  0.000
C 6.193 -2.534 -1.580  0.000
C 5.855 -3.166 -2.771  0.000
C 4.549 -3.135 -3.241  0.001
C 3.564 -2.468 -2.524  0.004
H 3.798 0.917 -2.328  0.000
H 3.772 3.381 -2.535  0.000
H 2.647 4.753 -0.824  0.000
H 1.569 3.688 1.128  0.002
H 1.598 1.219 1.360  0.001
H 4.406 -0.496 1.902  0.000
H 4.356 -1.157 4.267  0.000
H 2.409 -2.375 5.177  0.000
H 0.487 -2.917 3.725  -0.001
H 0.539 -2.307 1.335  0.000
H 5.494 -1.381 0.077  0.000
H 7.213 -2.558 -1.222  0.000
H 6.620 -3.681 -3.338  0.000
H 4.296 -3.624 -4.173  0.000
H 2.549 -2.426 -2.892  0.005



Entry 3:
The following is a DFT calculation (wB97M-V/def2-TZVPD) of a molecular structure, C46H37I2N4O4W in a non-equilibrium geometry.

For the lowest unoccupied orbital energy, the calculation gives -10.97 eV. The value obtained for the highest occupied orbital energy is -0.581 hartree. Its energy above the lowest of the compared OMol25 structures with the same formula, charge and spin is 5.846 eV. Its charge is +3. The calculation puts the orbital gap at 0.178 Eh.

Each line ends with the Löwdin charge.
Cartesian coordinates (Å):
W 0.003 -0.362 0.465  1.745
O -0.390 -4.824 1.150  0.123
C -0.775 -5.196 -0.059  -0.242
C -0.812 -6.561 -0.335  0.033
C -1.158 -7.025 -1.583  0.011
C -1.506 -6.137 -2.613  -0.039
C -1.533 -4.797 -2.375  -0.001
C -1.178 -4.283 -1.092  -0.124
C -1.232 -2.927 -0.850  -0.048
O 0.669 -1.903 0.927  -0.809
N -1.275 -1.774 -0.638  0.100
N 0.928 -0.219 -1.380  -0.127
C -0.824 0.012 -2.920  0.043
C -1.494 1.100 -2.293  -0.237
C -2.627 1.672 -2.886  0.059
C -3.088 2.882 -2.402  0.012
C -2.374 3.502 -1.389  0.032
C -1.269 2.848 -0.846  -0.082
N -0.862 1.649 -1.228  0.067
H -0.055 -3.915 1.195  0.082
H -0.536 -7.241 0.460  0.142
H -1.163 -8.089 -1.774  0.134
H -1.759 -6.517 -3.592  0.126
H -1.842 -4.097 -3.138  0.126
H -1.158 -0.383 -3.874  0.179
H -3.102 1.179 -3.724  0.142
H -3.968 3.349 -2.822  0.139
H -2.662 4.477 -1.022  0.140
H -0.694 3.309 -0.053  0.128
O 0.295 -0.490 -2.575  0.030
C 2.387 -0.513 -1.527  -0.327
C 3.013 -0.389 -0.118  -0.070
C 2.718 0.891 0.631  -0.248
C 3.749 1.684 1.086  0.045
C 3.469 2.725 1.960  0.037
C 2.170 2.902 2.409  0.003
C 1.146 2.094 1.939  -0.248
C -0.224 2.293 2.613  -0.029
C -1.456 1.374 2.317  -0.379
O -1.184 0.763 1.074  -0.346
C -1.727 0.223 3.304  -0.244
C -2.141 -1.012 2.773  -0.118
C -2.394 -2.086 3.613  -0.059
C -2.228 -1.950 4.983  -0.039
C -1.870 -0.720 5.511  -0.053
C -1.639 0.368 4.678  -0.099
C -2.760 2.172 2.264  -0.162
C -3.647 1.946 1.216  -0.044
C -4.860 2.618 1.168  -0.053
C -5.202 3.494 2.186  -0.044
C -4.330 3.703 3.245  -0.032
C -3.110 3.046 3.287  -0.016
N 1.424 1.139 1.001  -0.073
C 2.510 -1.911 -2.158  -0.165
C 2.544 -3.079 -1.402  -0.033
C 2.589 -4.320 -2.028  -0.059
C 2.585 -4.412 -3.409  -0.052
C 2.492 -3.255 -4.170  -0.039
C 2.451 -2.018 -3.550  -0.036
C 3.062 0.559 -2.392  -0.195
C 2.465 1.791 -2.623  -0.038
C 3.111 2.740 -3.406  -0.054
C 4.356 2.466 -3.948  -0.049
C 4.970 1.249 -3.685  -0.034
C 4.329 0.298 -2.908  -0.029
H 4.091 -0.468 -0.249  0.151
H 2.722 -1.233 0.509  0.058
H 4.767 1.474 0.791  0.144
H 4.265 3.354 2.335  0.142
H 1.960 3.649 3.162  0.144
H -0.530 3.319 2.389  0.138
H -0.027 2.281 3.688  0.103
H -2.369 -1.125 1.714  0.092
H -2.724 -3.028 3.197  0.120
H -2.391 -2.794 5.638  0.125
H -1.751 -0.602 6.579  0.126
H -1.374 1.318 5.125  0.109
H -3.402 1.228 0.441  0.110
H -5.543 2.442 0.348  0.116
H -6.153 4.007 2.162  0.121
H -4.606 4.367 4.052  0.123
H -2.449 3.212 4.129  0.122
H 2.574 -3.059 -0.321  0.099
H 2.655 -5.217 -1.427  0.116
H 2.670 -5.375 -3.895  0.119
H 2.465 -3.317 -5.250  0.120
H 2.388 -1.128 -4.160  0.124
H 1.494 2.017 -2.196  0.090
H 2.638 3.695 -3.590  0.112
H 4.849 3.200 -4.570  0.120
H 5.949 1.034 -4.089  0.122
H 4.805 -0.657 -2.728  0.133
I 1.193 -1.128 2.979  0.961
I 1.876 0.120 5.332  0.333